[1]
A molecular structure, C27H25BrI2N5O4PRu. Source: OMol25; level of theory: wB97M-V/def2-TZVPD.

Each line ends with the natural charge from an NBO analysis.
Atoms and positions in Å:
Ru 0.161 -0.195 -0.697  1.0837
I 4.451 -1.520 -3.193  0.2211
C 2.766 -2.624 -2.714  -0.2307
C 2.738 -4.015 -2.965  -0.2234
C 1.634 -4.771 -2.687  -0.1556
I 1.692 -6.817 -3.074  0.2006
C 0.471 -4.162 -2.140  -0.1237
C -0.745 -4.813 -1.843  -0.0860
C -1.806 -4.095 -1.361  -0.2688
C -1.664 -2.718 -1.137  0.0821
N -0.533 -2.085 -1.367  -0.4741
C 0.526 -2.781 -1.883  0.1095
C 1.679 -1.999 -2.158  0.3322
O 1.625 -0.687 -1.895  -0.6821
H 3.616 -4.478 -3.393  0.2471
H -0.831 -5.879 -2.012  0.2439
H -2.754 -4.569 -1.149  0.2408
H -2.488 -2.114 -0.780  0.2318
Br -4.604 -0.468 -0.471  0.0578
C -4.394 0.592 1.096  0.0549
C -5.507 0.619 1.925  -0.2819
C -5.506 1.401 3.068  -0.1692
C -4.396 2.172 3.376  -0.2143
C -3.297 2.147 2.538  -0.1444
C -3.261 1.352 1.389  -0.2572
C -1.960 1.408 0.625  0.8090
O -1.202 2.344 0.786  -0.6517
O -1.690 0.362 -0.116  -0.7629
H -6.378 0.037 1.662  0.2350
H -6.380 1.414 3.705  0.2296
H -4.389 2.796 4.260  0.2294
H -2.425 2.748 2.751  0.2421
O 0.789 -0.907 1.012  -0.4740
N 0.122 -1.815 1.757  0.0351
C 0.904 -2.576 2.544  0.0558
C 0.334 -3.497 3.388  -0.2180
C -1.050 -3.633 3.416  -0.1304
C -1.821 -2.831 2.595  -0.2072
C -1.213 -1.912 1.761  0.0142
H 1.963 -2.393 2.445  0.2541
H 0.975 -4.097 4.016  0.2547
H -1.514 -4.356 4.072  0.2469
H -2.900 -2.890 2.589  0.2524
H -1.741 -1.231 1.105  0.2823
C 3.621 3.945 -0.190  -0.0725
N 3.699 2.950 -1.256  -0.4476
C 3.027 3.474 -2.443  -0.0760
N 1.650 3.907 -2.210  -0.4480
C 1.627 4.852 -1.091  -0.0759
N 2.250 4.336 0.127  -0.4509
C 1.474 3.280 0.766  -0.4877
P 1.292 1.856 -0.417  0.9771
C 3.093 1.695 -0.812  -0.5448
C 0.762 2.784 -1.931  -0.5303
H 4.155 4.842 -0.508  0.2084
H 4.102 3.551 0.707  0.1986
H 3.028 2.706 -3.218  0.2028
H 3.589 4.336 -2.804  0.2091
H 0.595 5.134 -0.880  0.2052
H 2.177 5.746 -1.390  0.2095
H 0.502 3.652 1.066  0.2608
H 2.002 2.926 1.655  0.2245
H 3.257 0.920 -1.558  0.2567
H 3.611 1.381 0.100  0.2228
H -0.250 3.162 -1.771  0.2399
H 0.735 2.103 -2.787  0.2281

## Properties
Frontier orbital gap (spin up / spin down), Eh: 0.2396 / 0.2412
Calculated total energy, eV: -142153.60231
Energy above the lowest of the compared OMol25 structures with the same formula, charge and spin, eV: 1.2325
Expectation value of S²: 0.76
Net charge: +1
Multiplicity: 2
LUMO level (spin up / spin down), eV: -3.9666 / -3.9205

[2]
A single C20H18ClN3O5S molecule. Source: OMol25; level of theory: wB97M-V/def2-TZVPD.

Each line ends with the natural charge from an NBO analysis.
Atoms and positions in Å:
O 2.136 2.864 -0.377  -0.6297
C 0.987 2.642 -0.084  0.8223
O 0.021 2.380 -0.954  -0.5030
C 0.290 2.388 -2.356  -0.0714
C 1.365 1.388 -2.803  -0.2705
N 1.101 0.093 -2.241  -0.4741
C 1.847 -0.423 -1.357  0.4128
N 2.999 0.068 -0.788  -0.8768
S 3.675 -0.944 0.388  2.3069
O 4.939 -1.426 -0.072  -0.9054
O 3.662 -0.252 1.643  -0.9234
C 2.406 -2.170 0.188  -0.3063
C 2.253 -3.371 0.837  -0.1716
C 1.183 -4.175 0.468  -0.1844
C 0.312 -3.775 -0.536  -0.1922
C 0.482 -2.564 -1.187  -0.1851
C 1.543 -1.753 -0.812  0.0050
C 0.481 2.618 1.354  -0.3164
C 1.009 1.362 2.053  -0.5114
C -0.004 0.304 1.652  0.6954
O 0.174 -0.892 1.659  -0.6067
N -1.156 0.955 1.308  -0.4369
C -2.343 0.363 0.869  0.1409
C -2.341 -0.911 0.302  -0.1609
C -3.517 -1.482 -0.142  -0.2364
C -4.709 -0.784 -0.028  -0.0439
Cl -6.182 -1.495 -0.588  0.0008
C -4.729 0.481 0.535  -0.2252
C -3.551 1.050 0.982  -0.2290
C -1.029 2.396 1.449  -0.2063
H -0.672 2.128 -2.800  0.2068
H 0.589 3.397 -2.658  0.1947
H 1.277 1.292 -3.890  0.2153
H 2.361 1.781 -2.569  0.1879
H 3.212 1.054 -0.804  0.4549
H 2.939 -3.664 1.615  0.2348
H 1.026 -5.118 0.969  0.2227
H -0.515 -4.415 -0.808  0.2196
H -0.185 -2.233 -1.967  0.2423
H 0.817 3.536 1.840  0.2480
H 2.025 1.068 1.790  0.2808
H 0.972 1.480 3.138  0.2400
H -1.415 -1.455 0.216  0.2418
H -3.509 -2.467 -0.581  0.2254
H -5.660 1.018 0.627  0.2280
H -3.586 2.029 1.432  0.2159
H -1.583 2.907 0.661  0.2272
H -1.398 2.725 2.429  0.1968

## Properties
Frontier orbital gap, Eh: 0.3223
Calculated total energy, eV: -59098.40619
Energy above the lowest of the compared OMol25 structures with the same formula, charge and spin, eV: 0.0000
Net charge: 0
Multiplicity: 1
LUMO level, eV: 0.2500

[3]
A single C5H8N2O molecule in a non-equilibrium geometry. Source: OMol25; level of theory: wB97M-V/def2-TZVPD.

Each line ends with the natural charge from an NBO analysis.
Atoms and positions in Å:
C 2.216 -0.386 -0.136  -0.4027
C 0.911 -0.553 -0.063  -0.3239
C -0.059 -0.789 0.894  0.5562
N 0.068 -1.673 1.905  -0.7875
O -1.130 -0.047 0.789  -0.5240
C -0.947 0.772 -0.671  0.4934
C -1.694 0.236 -1.639  -0.5454
N -0.470 2.035 -0.599  -0.8515
H 2.692 -0.157 -1.085  0.1890
H 2.892 -0.654 0.678  0.1511
H 0.980 -2.071 2.068  0.4078
H -0.658 -1.682 2.606  0.4048
H -2.058 -0.777 -1.556  0.2209
H -1.825 0.775 -2.568  0.2159
H 0.235 2.201 0.104  0.4012
H -1.153 2.770 -0.725  0.3947

## Properties
Frontier orbital gap (spin up / spin down), Eh: 0.2679 / 0.2679
Calculated total energy, eV: -10337.82214
Energy above the lowest of the compared OMol25 structures with the same formula, charge and spin, eV: 4.9040
Net charge: 0
Multiplicity: 1
LUMO level (spin up / spin down), eV: 0.6819 / 0.6816

[4]
A molecular structure, C13H6AsCl2F6N4O4S7SeV in a non-equilibrium geometry. Source: OMol25; level of theory: wB97M-V/def2-TZVPD.

Each line ends with the natural charge from an NBO analysis.
Atoms and positions in Å:
V -1.159 -1.347 0.357  0.8246
Cl 0.478 -1.952 4.202  -0.0209
C 1.064 -0.346 3.685  -0.0216
C 2.380 0.037 3.923  -0.2538
C 2.797 1.290 3.530  -0.2333
C 1.927 2.113 2.963  -0.2506
C 0.589 1.705 2.687  -0.0461
Cl -0.443 2.924 2.025  0.0200
C 0.134 0.397 3.006  -0.2006
S -1.522 -0.024 2.548  -0.2795
H 2.991 -0.686 4.518  0.2218
H 3.823 1.553 3.731  0.2050
H 2.290 3.088 2.729  0.2141
S 0.125 -5.395 0.014  -0.7722
As -1.377 -4.196 -0.687  0.9909
S -2.204 -3.065 1.074  -0.3737
S -0.508 -2.384 -1.674  -0.6325
S -2.885 -4.880 -2.031  -0.7390
F -1.091 3.003 -5.696  -0.3244
C -0.839 2.254 -4.612  0.7129
F -0.036 1.283 -4.918  -0.3012
F -0.140 3.003 -3.708  -0.3334
S -2.466 1.583 -4.104  2.2471
O -2.806 0.543 -5.066  -0.8945
O -3.271 2.746 -4.006  -0.9456
N -2.006 1.030 -2.667  -1.1919
S -3.140 0.548 -1.667  2.2652
O -4.355 0.120 -2.328  -0.8931
O -2.526 -0.307 -0.647  -0.9507
C -3.742 1.963 -0.669  0.7249
F -2.743 2.706 -0.215  -0.3043
F -4.501 2.636 -1.496  -0.3058
F -4.581 1.645 0.334  -0.3136
Se 1.816 1.683 -1.079  1.0498
N 3.330 0.845 -0.730  -0.6600
C 2.994 -0.278 -0.072  0.1587
C 3.752 -1.408 0.289  -0.1924
C 3.143 -2.425 0.984  -0.2172
C 1.727 -2.480 1.284  0.1508
N 0.954 -1.538 0.887  -0.4865
C 1.530 -0.448 0.240  0.2855
N 0.781 0.450 -0.394  -0.6374
H 4.778 -1.453 0.247  0.2111
H 3.750 -3.260 1.364  0.2212
H 1.185 -3.274 1.847  0.2719

## Properties
Frontier orbital gap (spin up / spin down), Eh: 0.1689 / 0.1707
Calculated total energy, eV: -296801.63914
Energy above the lowest of the compared OMol25 structures with the same formula, charge and spin, eV: 0.8261
Expectation value of S²: 2.04
Net charge: -2
Multiplicity: 3
LUMO level (spin up / spin down), eV: 2.7315 / 2.7089

Question: Which of these has the highest energy above the lowest of the compared OMol25 structures with the same formula, charge and spin?
Answer: C5H8N2O